Entry 1:
{"formula": "C13H41CdN2O9", "method": "the ωB97M-V functional and the def2-TZVPD basis", "lumo_energy_ev": -6.68, "de_lowest_kcal_mol": 0.0, "max_force_ev_per_a": 1.7, "charge": 1, "spin_multiplicity": 1, "orbital_gap_ev": 3.62, "symbols": ["Cd", "C", "O", "H", "H", "H", "C", "O", "C", "C", "N", "C", "C", "O", "C", "H", "H", "H", "H", "H", "H", "H", "H", "H", "H", "H", "H", "H", "H", "H", "C", "O", "C", "C", "N", "C", "C", "O", "C", "H", "H", "H", "H", "H", "H", "H", "H", "H", "H", "H", "H", "H", "H", "H", "O", "H", "H", "O", "H", "H", "O", "H", "H", "O", "H", "H"], "coordinates": [[-7.90, 2.75, 1.97], [-8.23, 2.05, 5.15], [-7.94, 2.76, 3.98], [-9.28, 1.79, 5.31], [-7.74, 1.07, 5.18], [-7.83, 2.61, 6.00], [-11.38, -0.21, 7.09], [-11.88, -1.18, 6.20], [-11.36, -1.10, 4.90], [-10.76, -2.41, 4.46], [-9.47, -2.58, 5.14], [-8.88, -3.91, 4.85], [-8.02, -4.42, 6.00], [-8.59, -4.00, 7.22], [-8.07, -4.70, 8.33], [-12.07, -0.15, 7.93], [-11.32, 0.79, 6.64], [-10.39, -0.49, 7.48], [-10.62, -0.29, 4.80], [-12.16, -0.78, 4.21], [-10.71, -2.46, 3.37], [-11.41, -3.25, 4.75], [-9.73, -2.76, 6.11], [-8.31, -3.86, 3.91], [-9.64, -4.67, 4.61], [-7.02, -3.97, 5.91], [-7.90, -5.50, 5.95], [-8.35, -5.76, 8.35], [-8.45, -4.20, 9.21], [-6.97, -4.74, 8.30], [0.67, 5.40, 2.46], [0.70, 4.88, 3.76], [-0.29, 5.41, 4.63], [-0.37, 4.49, 5.83], [-0.94, 3.17, 5.59], [-2.17, 3.08, 4.84], [-3.31, 3.86, 5.44], [-3.82, 3.13, 6.52], [-4.97, 3.66, 7.14], [1.67, 5.23, 2.05], [0.49, 6.48, 2.44], [-0.06, 4.88, 1.84], [-1.24, 5.47, 4.08], [0.01, 6.42, 4.94], [-0.95, 4.98, 6.62], [0.65, 4.32, 6.18], [-0.21, 2.56, 5.25], [-2.42, 2.02, 4.71], [-2.00, 3.40, 3.79], [-4.10, 3.88, 4.66], [-3.08, 4.92, 5.62], [-5.80, 3.96, 6.48], [-4.72, 4.42, 7.87], [-5.39, 2.77, 7.62], [-7.30, 5.69, 4.82], [-8.23, 5.43, 4.89], [-6.81, 4.85, 4.82], [-7.30, 4.83, 1.95], [-7.10, 5.60, 1.39], [-7.29, 5.16, 2.88], [-7.08, -0.85, 2.98], [-7.73, -0.99, 3.69], [-6.23, -0.92, 3.43], [-11.25, 4.33, 4.82], [-10.71, 3.61, 5.18], [-11.98, 3.88, 4.37]]}


Entry 2:
{"formula": "C13H41O11", "method": "the ωB97M-V functional and the def2-TZVPD basis", "lumo_energy_ev": 2.36, "de_lowest_kcal_mol": 65.8, "max_force_ev_per_a": 15.8, "charge": -1, "spin_multiplicity": 1, "orbital_gap_ev": 9.01, "symbols": ["C", "O", "O", "O", "H", "C", "O", "H", "H", "H", "H", "C", "O", "H", "H", "H", "H", "C", "O", "H", "H", "H", "H", "C", "O", "H", "H", "H", "H", "C", "O", "H", "H", "H", "H", "C", "O", "H", "H", "H", "H", "C", "C", "C", "O", "H", "H", "H", "H", "H", "H", "H", "H", "C", "C", "C", "O", "H", "H", "H", "H", "H", "H", "H", "H"], "coordinates": [[-0.07, -1.03, 0.06], [-0.59, -1.04, 1.29], [1.06, -0.28, -0.05], [-0.62, -1.60, -0.77], [1.61, -0.06, 0.77], [-1.52, 2.22, 1.18], [-1.24, 1.67, 2.41], [-2.41, 2.66, 1.32], [-1.80, 1.42, 0.40], [-0.67, 2.96, 1.06], [-1.12, 0.75, 2.38], [2.37, -0.99, 3.38], [1.02, -1.13, 3.60], [2.94, -1.67, 4.09], [2.92, -0.09, 3.82], [2.42, -1.07, 2.18], [0.39, -0.96, 2.87], [-2.33, -1.93, 4.02], [-2.44, -2.31, 2.69], [-2.29, -0.78, 4.08], [-1.58, -2.41, 4.50], [-3.20, -2.42, 4.57], [-1.63, -2.11, 2.16], [-2.02, -4.53, 0.43], [-0.70, -4.03, 0.59], [-2.52, -4.81, 1.35], [-1.87, -5.40, -0.15], [-2.57, -3.95, 0.05], [-0.77, -3.10, 0.54], [-4.10, -1.25, -0.48], [-3.20, -0.39, -1.16], [-3.28, -2.09, -0.15], [-4.71, -1.48, -1.20], [-4.72, -0.52, 0.20], [-2.24, -0.68, -1.16], [-2.23, -2.67, -3.35], [-0.78, -2.65, -3.26], [-2.21, -2.87, -4.39], [-2.77, -1.79, -3.10], [-2.50, -3.28, -2.78], [-0.53, -2.41, -2.54], [0.96, 3.25, -3.27], [0.27, 1.98, -2.60], [-1.06, 1.67, -3.11], [1.20, 0.93, -2.83], [0.44, 4.22, -3.07], [1.03, 2.93, -4.25], [2.04, 3.29, -3.15], [0.14, 2.04, -1.53], [-1.12, 1.68, -4.22], [-1.96, 2.26, -2.81], [-1.43, 0.55, -2.75], [1.19, 0.38, -2.07], [4.44, 1.64, -0.30], [4.34, 3.10, 0.10], [3.32, 3.27, 1.29], [5.55, 3.57, 0.53], [4.71, 1.82, -1.34], [3.58, 1.17, -0.16], [5.24, 0.86, 0.08], [4.06, 3.73, -0.74], [3.62, 2.45, 2.04], [2.17, 3.19, 1.14], [3.55, 4.21, 1.85], [6.22, 3.88, -0.25]]}